[1]
Computed, not measured: a cluster of 3 separate species, C2H11NO3 in total in a non-equilibrium geometry, with wB97M-V/def2-TZVPD.

HOMO level in eV: -9.101
Relative energy (zero: lowest compared OMol25 entry of this formula, charge and spin) in kcal/mol: 24.8
LUMO level in eV: 0.642

Atoms and positions in Å:
C  -0.41617  -1.11393  -1.82345
O  -0.99530  -2.20466  -2.54246
C  0.37424  -1.54798  -0.58608
N  1.73442  -1.90594  -0.89681
H  0.26587  -0.60089  -2.49933
H  -1.20897  -0.41875  -1.51714
H  -0.76089  -3.02703  -2.10092
H  0.44204  -0.69643  0.09193
H  -0.16239  -2.41480  -0.18640
H  1.93657  -2.60310  -1.57869
H  2.32160  -1.89199  -0.09185
H  1.37824  -0.51276  3.26960
H  1.47189  0.32519  2.03320
O  0.86070  0.11686  2.75580
H  -3.06527  5.95324  1.45377
H  -2.02979  6.57473  2.47426
O  -2.14679  5.96824  1.74457

---

[2]
Computed, not measured: a structure of composition C2H11NO3 in a non-equilibrium geometry, with wB97M-V/def2-TZVPD.

HOMO level (spin up / spin down) in eV: -13.504 / -13.503
Relative energy (zero: lowest compared OMol25 entry of this formula, charge and spin) in kcal/mol: 102.9
LUMO level (spin up / spin down) in eV: -7.845 / -8.768
Spin multiplicity: 2
Net charge: +1

Atoms and positions in Å:
C  1.60335  0.73285  -2.18725
C  1.10471  1.49492  -0.45781
N  0.53755  0.48726  -1.10669
H  1.59671  -0.17171  -2.82518
H  2.65286  0.69032  -1.82514
H  1.45543  1.65811  -2.75939
H  1.81130  1.36594  0.36392
H  0.80836  2.51181  -0.73086
H  -1.38362  -1.79597  0.17886
H  -0.16511  -0.98079  -0.01969
O  -0.44117  -1.80676  0.41204
H  -0.35008  -1.71591  2.40670
H  0.14446  -0.37130  2.80952
O  -0.23522  -1.16165  3.19895
H  -1.21274  0.54640  -0.61965
H  -2.73291  0.86117  -0.84445
O  -2.07384  0.55017  -0.21446

---

[3]
Computed, not measured: a cluster of 4 separate species, C2H11NO4 in total in a non-equilibrium geometry, with wB97M-V/def2-TZVPD.

HOMO level in eV: -10.527
Relative energy (zero: lowest compared OMol25 entry of this formula, charge and spin) in kcal/mol: 29.2
LUMO level in eV: 0.466

Atoms and positions in Å:
C  0.34685  -0.74859  0.16407
N  1.22482  0.00965  -0.46272
C  2.44114  -0.42735  -1.15193
O  -0.50828  -0.32278  0.93611
H  0.54217  -1.82736  0.16659
H  1.12234  1.01064  -0.48391
H  2.22519  -0.35040  -2.22015
H  3.27652  0.25234  -1.00947
H  2.72348  -1.42059  -0.83306
H  -2.25558  3.25592  -0.58103
H  -0.87582  3.61103  -0.07852
O  -1.70331  4.02251  -0.35315
H  -3.41527  0.55283  -0.51038
H  -2.01420  0.69554  -0.01811
O  -2.57267  0.95405  -0.74148
H  -0.63591  -2.68809  1.86362
H  0.51565  -3.31270  2.71192
O  -0.43713  -3.26667  2.60160

---

[4]
Computed, not measured: a cluster of 4 separate species, C2H11NO4 in total in a non-equilibrium geometry, with wB97M-V/def2-TZVPD.

HOMO level in eV: -10.198
Relative energy (zero: lowest compared OMol25 entry of this formula, charge and spin) in kcal/mol: 50.9
LUMO level in eV: 0.354

Atoms and positions in Å:
O  2.34771  -0.24741  1.50658
C  1.15181  -0.20326  1.49021
C  0.25530  -1.14530  0.69111
N  0.18409  -0.48985  -0.62933
H  0.54583  0.34641  2.23102
H  0.85720  -2.07191  0.80258
H  -0.72492  -1.31098  1.11729
H  1.06458  -0.03569  -0.83360
H  0.05116  -1.19363  -1.33360
H  3.32083  -0.45472  -1.58167
H  3.28440  0.39142  -0.31409
O  3.22689  0.45378  -1.27977
H  -1.39208  2.01537  1.12825
H  -1.56051  0.49735  1.00522
O  -1.69965  1.23689  1.59311
H  -4.17792  1.08572  -1.39182
H  -2.93812  0.69354  -2.23453
O  -3.79659  0.43227  -1.96699

---

[5]
Computed, not measured: a structure of composition C2H11NO5 in a non-equilibrium geometry, with wB97M-V/def2-TZVPD.

HOMO level in eV: -9.465
Relative energy (zero: lowest compared OMol25 entry of this formula, charge and spin) in kcal/mol: 57.1
LUMO level in eV: 0.260

Atoms and positions in Å:
H  0.80564  -1.12757  0.71512
O  0.46330  -1.07027  1.92570
N  1.08998  -0.83879  -0.45253
H  1.24030  -0.92694  2.41131
H  1.07752  -1.94325  -0.89699
H  1.91129  -0.43349  -0.86635
C  -0.27046  -0.21017  -0.81925
H  0.01492  0.15133  -1.92364
H  -1.16487  -0.86813  -0.88883
C  -0.57754  1.03608  0.00861
O  -0.67596  2.06654  -0.54660
O  -0.89927  0.83846  1.26817
H  -0.15094  -0.09677  1.73104
O  -2.07002  -1.77456  0.50763
H  -2.60346  -1.06700  0.85042
H  -1.63013  -2.30878  1.25217
O  2.38122  0.81357  -1.90257
H  1.59916  1.33777  -1.66369
H  2.76455  1.20889  -2.70775

---

[6]
Computed, not measured: a cluster of 3 separate species, C2H12N2O2 in total in a non-equilibrium geometry, with wB97M-V/def2-TZVPD.

HOMO level in eV: -9.179
Relative energy (zero: lowest compared OMol25 entry of this formula, charge and spin) in kcal/mol: 29.6
LUMO level in eV: 0.917

Atoms and positions in Å:
C  0.42428  1.48057  0.02309
C  0.39656  0.83502  1.44510
N  1.59561  0.02723  1.55462
N  -0.95388  1.83232  -0.57641
H  1.28320  2.15288  -0.00151
H  0.81816  0.68006  -0.60726
H  0.45890  1.71429  2.06809
H  -0.51574  0.20887  1.62378
H  1.38730  -0.92017  1.36083
H  2.01927  -0.00272  2.45734
H  -1.25980  2.67740  -0.21016
H  -0.87287  1.88606  -1.58111
H  -0.65075  -3.03591  -0.69107
H  0.77018  -3.48024  -1.19357
O  0.27628  -2.92032  -0.68504
H  -2.30050  -0.49997  -1.56764
H  -0.96789  -1.34453  -1.63579
O  -1.90829  -1.29084  -1.78327

---

[7]
Computed, not measured: a cluster of 4 separate species, C2H12N2O4 in total in a non-equilibrium geometry, with wB97M-V/def2-TZVPD.

HOMO level (spin up / spin down) in eV: -14.850 / -14.652
Relative energy (zero: lowest compared OMol25 entry of this formula, charge and spin) in kcal/mol: 0.0
LUMO level (spin up / spin down) in eV: -4.439 / -9.309
Spin multiplicity: 2
Net charge: +1

Atoms and positions in Å:
N  0.00278  1.70058  -0.40363
C  -0.47439  0.89802  0.72885
C  -0.34252  -0.57749  0.46644
N  -1.12320  -1.17981  -0.41046
O  0.51490  -1.25756  1.07289
H  0.36490  2.60363  -0.12581
H  0.77183  1.21955  -0.86776
H  0.10405  1.16211  1.61994
H  -1.52666  1.09563  0.94990
H  -1.68209  -0.66092  -1.09091
H  -0.94524  -2.13220  -0.69927
H  1.25410  -1.33346  3.83865
H  -0.14938  -1.46736  3.15313
O  0.30121  -1.34941  3.98269
H  2.86278  0.33494  -3.03947
H  2.49294  1.65042  -2.46043
O  2.44552  0.71167  -2.25440
H  -1.31970  0.98197  -3.30292
H  -1.31634  1.03700  -1.77356
O  -1.82357  0.71159  -2.52653

---

[8]
Computed, not measured: a structure of composition C2H12N3PbS in a non-equilibrium geometry, with wB97M-V/def2-TZVPD.

HOMO level (spin up / spin down) in eV: -0.854 / 0.480
Relative energy (zero: lowest compared OMol25 entry of this formula, charge and spin) in kcal/mol: 49.5
LUMO level (spin up / spin down) in eV: 2.941 / 3.196
Net charge: -1

Atoms and positions in Å:
C  3.34405  -0.40126  -0.75472
Pb  1.17188  1.10404  -0.57489
N  0.44409  -0.39080  -2.36215
H  0.11133  -0.56853  1.39795
H  2.25398  -0.70680  -0.48964
H  3.93007  -0.48107  0.16912
H  3.51798  0.57726  -1.20725
H  3.67875  -1.15687  -1.48345
H  -0.30450  0.02013  -2.92113
H  0.06541  -1.22337  -1.90258
H  1.18548  -0.69051  -3.00589
N  -3.04139  1.08937  0.82729
C  -2.11734  0.32316  1.42457
N  -2.14112  0.18654  2.75055
S  -0.90453  -0.53735  0.44585
H  -3.81441  1.48639  1.35522
H  -3.03838  1.18635  -0.17971
H  -1.45431  -0.40454  3.19737
H  -2.88703  0.58788  3.31347